Here is C15H33AlN2O10PS as an isolated structure from the Open Molecules 2025 dataset. Energies are from wB97M-V/def2-TZVPD.

Element x y z (Å)
1 O -1.56665 3.90109 1.55435
2 N -1.27537 4.25820 0.47437
3 O -1.78544 3.40389 -0.50653
4 C -0.66712 2.88918 -1.30307
5 Al -0.28893 0.91131 -0.99710
6 C 1.03333 0.74022 0.51627
7 C 2.51978 0.63127 0.15037
8 C 3.00125 -0.73191 -0.35276
9 S 2.82730 -2.08943 0.76198
10 O 3.42456 -1.76305 2.03105
11 O 3.33964 -3.27744 0.11830
12 O 1.27184 -2.25318 0.88604
13 C -1.92050 -0.17617 -0.50398
14 C -1.80605 -1.57432 -0.53545
15 C -2.87870 -2.37886 -0.16596
16 C -4.05615 -1.76259 0.22810
17 N -4.22684 -0.44330 0.25215
18 C -3.17506 0.30485 -0.10565
19 P 0.68358 0.16161 -3.06059
20 O 0.65968 -1.53182 -3.07722
21 O -0.43155 0.54173 -4.27464
22 H -0.81187 3.16898 -2.35149
23 H 0.24047 3.42345 -0.98462
24 H 0.71572 -0.07309 1.16481
25 H 0.89397 1.65564 1.10448
26 H 2.76607 1.37502 -0.61345
27 H 3.12328 0.86161 1.03726
28 H 2.57326 -1.05137 -1.30548
29 H 4.08706 -0.69846 -0.48609
30 H 1.08431 -3.17626 1.18515
31 H -0.86846 -2.02539 -0.85051
32 H -2.80706 -3.46177 -0.16624
33 H -4.90166 -2.37405 0.53625
34 H -3.33222 1.37941 -0.07334
35 H -0.09817 -1.86843 -3.56715
36 H -1.29255 0.21554 -3.97719
37 C 4.24398 2.51599 4.56461
38 C 2.75783 2.20275 4.52619
39 O 2.44541 1.21471 3.56126
40 H 4.58329 2.84830 3.58296
41 H 4.46447 3.29639 5.29609
42 H 4.81856 1.62476 4.82827
43 H 2.18789 3.08858 4.24671
44 H 2.41611 1.87820 5.51726
45 H 2.92073 0.40411 3.77653
46 C -2.40970 3.93406 -6.20400
47 C -2.64443 3.19319 -4.90010
48 O -2.76995 4.08195 -3.79562
49 H -1.50602 4.54034 -6.13329
50 H -2.30063 3.23775 -7.03718
51 H -3.24357 4.60704 -6.42420
52 H -1.80460 2.53863 -4.67460
53 H -3.54914 2.57655 -4.96855
54 H -3.51965 4.66104 -3.96120
55 C -0.66174 -6.13421 3.41803
56 C -0.55043 -5.00187 2.41734
57 O 0.77692 -4.46908 2.37253
58 H -0.37484 -5.79057 4.41212
59 H -1.68240 -6.51606 3.45884
60 H 0.00303 -6.95819 3.14717
61 H -1.19716 -4.17162 2.69482
62 H -0.84292 -5.34146 1.41900
63 H 1.38425 -5.17343 2.11659

## Properties
Net charge   -1
Lowest unoccupied orbital energy   2.433 eV
Highest occupied orbital energy   -0.143 hartree
E_tot   -2435.21108 a.u.
HOMO-LUMO gap   6.31 eV